1.
The following is a quantum chemistry calculation of a 2-piece molecular cluster, C2H9N2O overall, from the Open Molecules 2025 dataset.

As for the LUMO energy: 4.61 eV. For the energy above the lowest of the compared OMol25 structures with the same formula, charge and spin, the calculation gives 38.2 kJ/mol. As for the total charge: -1. The HOMO-LUMO gap comes out at 7.40 eV.

CARTESIAN COORDINATES (ANGSTROEM)
1 C -1.22365 -0.00942 -1.55811
2 H 1.45977 -1.19608 2.02664
3 N -0.60563 1.31813 -1.33005
4 H -2.26323 0.04730 -1.24293
5 H 0.46776 -0.14849 2.99066
6 H -1.13338 -0.17246 -2.64038
7 C 1.20231 -0.11402 2.13186
8 O 0.80794 0.48092 0.99751
9 H 0.30551 1.31268 -1.78337
10 H -0.48231 -0.75839 0.13995
11 H 0.28273 -1.33859 -1.17142
12 H -0.28820 1.32413 -0.34642
13 H 2.10615 0.35593 2.60112
14 N -0.63577 -1.10162 -0.81505

These are the natural (NBO) partial charges, in e, on atoms 1 to 8:
1. C -0.046
2. H 0.075
3. N -0.895
4. H 0.149
5. H 0.071
6. H 0.143
7. C -0.184
8. O -0.995



2.
The following is a quantum chemistry calculation of C20H58N4O15P2SSi2 as an isolated structure, from the Open Molecules 2025 dataset.

As for the LUMO energy: -0.01 eV. For the energy above the lowest of the compared OMol25 structures with the same formula, charge and spin, the calculation gives 71.4 kJ/mol. As for the total charge: 0. The HOMO-LUMO gap comes out at 8.61 eV.

CARTESIAN COORDINATES (ANGSTROEM)
1 O 8.65837 0.15312 -2.95844
2 H -4.98008 3.52882 -5.08304
3 H -8.61086 -1.60039 1.62748
4 H 2.28196 -1.01422 2.04017
5 O -3.39427 2.48371 -7.44403
6 H -2.93823 -0.62023 -7.50371
7 H -7.64142 -0.45248 2.56863
8 C -6.28416 -2.85048 5.62183
9 H -7.30923 -3.16058 5.81529
10 H 1.27023 0.49455 -4.30874
11 H 8.16408 2.09968 -2.38728
12 C -5.00567 -0.85467 5.37051
13 H -1.55435 -1.56152 -4.50280
14 C -4.43820 -1.03586 1.63806
15 C 4.66355 0.02503 -1.53581
16 C -4.70525 -0.34371 3.97955
17 H -1.39395 -2.38958 1.79887
18 H -0.23734 4.28701 -2.75721
19 H 1.48693 -0.78870 -0.41990
20 Si 0.50172 1.44850 -3.48973
21 H 8.71714 -0.04471 -0.88591
22 H 6.37461 0.97257 -2.05968
23 H -0.41169 2.43142 -6.28267
24 H 1.27005 4.77926 -2.25219
25 O -0.52565 -1.61543 6.87405
26 O -1.08909 1.54363 -3.98359
27 H 0.33058 -2.89935 5.46973
28 H 4.17873 0.95727 -1.23925
29 C -7.60593 -1.37553 1.98433
30 C 1.62247 -0.32851 3.94722
31 H -5.96033 0.53422 1.52009
32 O -6.29549 -1.44964 5.43432
33 H -3.63287 4.48234 -5.66945
34 H -5.66608 -3.13079 6.47961
35 C -5.66026 -0.38601 1.00331
36 H 2.44914 0.38767 3.98427
37 H -4.20910 -1.93526 1.06175
38 O 0.14191 1.75805 -0.30545
39 C 6.91736 -0.93861 -1.67567
40 H -5.92411 -3.38144 4.73358
41 H -0.79700 -0.92559 1.00150
42 N 6.10388 0.24151 -1.41516
43 H 5.22636 1.16661 -5.55424
44 H -0.36127 -0.29430 4.35581
45 N 0.69448 3.99172 -2.50989
46 O -0.80343 -0.28816 -1.30934
47 H 8.96004 -1.51417 -1.83469
48 C -3.90401 3.59191 -5.12775
49 C -0.64446 -2.53442 5.80191
50 H 1.52058 -1.41849 6.62468
51 H 0.90839 2.37206 -0.28592
52 O 1.68535 -0.11440 -1.10641
53 H -3.46719 3.55859 -4.14139
54 H 9.82867 1.58428 -2.01143
55 H 6.63726 -1.43860 -2.61285
56 H 3.05089 -0.56005 -2.78353
57 H 1.94578 -1.24458 4.46022
58 H 0.96335 0.16736 1.95382
59 H 1.23079 3.53167 -4.53813
60 C 1.31725 3.14090 -3.52435
61 C 9.01394 1.50241 -2.73658
62 H -4.23249 -1.55143 5.70615
63 C 0.53388 0.43949 6.01196
64 H -3.58407 -0.36039 1.52312
65 H -7.29184 -2.20176 2.62888
66 H 4.36903 -0.72763 -0.79875
67 H 2.36574 3.00700 -3.30600
68 Si -1.36033 1.54010 -5.60435
69 H 1.38456 1.09139 6.23585
70 C 8.38416 -0.58639 -1.77537
71 O 0.44357 -1.79383 2.43543
72 C 4.11000 -0.36987 -2.90447
73 C 5.43196 0.75623 -4.56576
74 N 0.44856 0.27463 4.56441
75 S -3.42517 2.15384 -6.05182
76 O -6.76911 -1.24952 0.85077
77 O -2.52088 -1.18388 -6.82703
78 O -0.79585 -1.51599 -5.11849
79 H 6.12422 1.43687 -4.06124
80 H -5.53496 0.31368 3.68535
81 H 5.90517 -0.22064 -4.68592
82 P -1.15861 -0.58762 -6.32962
83 H 6.77781 -1.65253 -0.85872
84 H 4.54591 -1.30087 -3.28577
85 P 0.31404 0.62946 -1.39216
86 O 4.19814 0.66002 -3.87766
87 H -5.26750 -2.10216 3.14847
88 C -0.85112 -1.45954 1.95167
89 H 0.77076 -0.48531 7.90587
90 H -0.36504 0.97451 6.32751
91 H -1.17992 -2.10037 4.95279
92 H -1.40689 -0.85797 2.67962
93 O -4.32511 1.10804 -5.70057
94 N -4.51002 -1.44045 3.04068
95 H -3.79318 0.26082 4.01329
96 C 0.63907 -0.81413 6.87175
97 H 9.35242 1.90962 -3.68735
98 O -0.12184 -0.54243 -7.33478
99 C 1.34179 -0.69799 2.50826
100 H -5.37466 -0.09177 -0.00958
101 H -1.22920 -3.38153 6.16006
102 H -5.00786 -0.00507 6.05914

These are the Löwdin partial charges, in e, on atoms 1 to 8:
1. O -0.193
2. H 0.069
3. H 0.087
4. H 0.119
5. O -0.368
6. H 0.094
7. H 0.088
8. C -0.115



3.
The following is a quantum chemistry calculation of a 2-piece molecular cluster, C5H14FN2O3 overall, from the Open Molecules 2025 dataset.

As for the LUMO energy: -5.40 eV. As for the total charge: +1. The HOMO-LUMO gap comes out at 7.21 eV.

CARTESIAN COORDINATES (ANGSTROEM)
1 H -0.21222 2.03846 1.33159
2 H 3.92261 -0.27918 1.63232
3 N -1.62827 -0.04744 1.39865
4 O -0.35555 2.36470 0.42443
5 H -3.03862 -0.80534 -3.06242
6 H -3.86853 0.15338 -2.04221
7 C 0.34036 1.56601 -0.39338
8 O 0.33427 1.72510 -1.57193
9 C 2.91116 -0.57174 1.34527
10 O -2.98657 -0.08468 -2.39862
11 H -1.77618 -1.16414 -0.42589
12 H 2.97052 -1.56826 0.90414
13 H -2.39681 -0.42438 1.94131
14 H 2.70695 1.44204 0.55245
15 H -1.14595 -2.00911 0.99773
16 H 2.28101 -0.60281 2.23607
17 C 0.27339 -0.78354 -0.12052
18 H 0.95328 -1.61152 0.08091
19 C 2.36253 0.42540 0.34404
20 H -1.97969 0.77894 0.92663
21 H -2.50320 0.70002 -2.74611
22 H 0.18809 -0.74075 -1.21580
23 N 0.91786 0.45852 0.32073
24 F 2.86089 0.09767 -0.92395
25 C -1.13134 -1.05735 0.46458

These are the natural (NBO) partial charges, in e, on atoms 1 to 8:
1. H 0.518
2. H 0.241
3. N -0.838
4. O -0.671
5. H 0.585
6. H 0.583
7. C 0.909
8. O -0.585



Let's list max |F| in order: 1.11; 1.87; 1.07 eV Å⁻¹.